The following is a DFT calculation (ωB97M-V/def2-TZVPD) of 2 unconnected molecules or ions with the total composition C13H17N3O4 in a non-equilibrium geometry.

Geometry as XYZ:
```
37
Properties=species:S:1:pos:R:3:nbo_charge:R:1
O -2.15745 3.23940 -2.12250 -0.36
N -2.02885 2.53612 -1.08936 0.46
O -2.04561 3.04950 0.07753 -0.41
C -1.90940 1.16049 -1.11609 -0.12
C -1.78429 0.49626 0.08273 -0.10
C -1.72935 -0.93635 0.22992 0.02
C -1.65909 -1.52595 1.53061 -0.19
C -1.57314 -2.88750 1.70024 -0.18
C -1.58569 -3.72952 0.56743 0.04
N -1.42435 -5.13823 0.71754 0.49
O -1.43422 -5.86283 -0.30499 -0.37
O -1.27767 -5.61855 1.86491 -0.37
C -1.72845 -3.19139 -0.72622 -0.16
C -1.80837 -1.82212 -0.88565 -0.20
H -2.01687 0.66958 -2.08046 0.23
H -1.85251 1.10911 0.98359 0.26
H -1.70819 -0.86811 2.39386 0.23
H -1.46106 -3.34317 2.68384 0.26
H -1.74405 -3.86665 -1.57928 0.26
H -1.96537 -1.41066 -1.87761 0.22
C 1.31568 0.61003 1.63404 -0.41
N 1.52475 1.29929 0.38394 -0.46
C 1.85493 2.70440 0.44661 -0.21
C 2.37596 3.05914 -0.96477 -0.41
C 2.66950 1.71233 -1.65280 -0.41
C 2.30739 0.62381 -0.62229 -0.21
H 0.93621 -0.41545 1.46866 0.20
H 2.26710 0.52719 2.21342 0.17
H 0.58499 1.14665 2.26964 0.20
H 0.95734 3.28173 0.73255 0.20
H 2.63318 2.88673 1.21853 0.15
H 1.57391 3.58910 -1.48453 0.21
H 3.24297 3.72940 -0.93288 0.21
H 2.01599 1.58157 -2.51703 0.21
H 3.70089 1.62952 -2.01176 0.21
H 3.21622 0.17577 -0.17160 0.16
H 1.71698 -0.20065 -1.05977 0.19
```

Calculated values
M: 279.30 g/mol
Gap between HOMO and LUMO: 0.2233 hartree
Structure (SMILES): O=[N+]([O-])/C=C/c1ccc([N+](=O)[O-])cc1.CN1CCCC1
Charge: 0
LUMO: -2.2 eV
Relative energy (zero: lowest compared OMol25 entry of this formula, charge and spin): 210.04 kcal/mol
Maximum force: 0.097 Eh/bohr


The following is a DFT calculation (ωB97M-V/def2-TZVPD) of C13H17NO4S in the gas phase.

Geometry as XYZ:
```
36
Properties=species:S:1:pos:R:3:nbo_charge:R:1
C -6.06014 -0.86398 0.72116 -0.74
S -5.00008 -2.00562 -0.20832 0.18
C -3.73802 -0.83710 -0.80653 -0.52
C -2.72431 -0.49456 0.27691 -0.42
C -1.69164 0.51190 -0.22240 -0.16
N -0.57432 0.58508 0.70834 -0.61
C 0.63636 1.05333 0.34655 0.91
O 0.84416 1.61395 -0.71608 -0.70
O 1.54419 0.85614 1.30337 -0.50
C 2.88210 1.30724 1.03077 -0.11
C 3.67827 0.22996 0.34283 0.01
C 3.71954 0.16693 -1.04421 -0.23
C 4.42119 -0.84606 -1.67433 -0.20
C 5.08440 -1.80278 -0.92482 -0.21
C 5.04177 -1.74738 0.45823 -0.21
C 4.33933 -0.73657 1.09000 -0.23
C -2.32387 1.91719 -0.40967 0.79
O -3.45246 2.16282 -0.08824 -0.59
O -1.52515 2.80990 -0.96233 -0.68
H -6.34206 -0.03557 0.07836 0.22
H -6.93926 -1.42653 1.01687 0.23
H -5.53939 -0.50182 1.60231 0.21
H -4.25404 0.05570 -1.15622 0.23
H -3.25514 -1.33375 -1.64788 0.22
H -2.22053 -1.40932 0.59678 0.22
H -3.24391 -0.05842 1.13250 0.23
H -1.29618 0.20239 -1.20184 0.22
H -0.67585 0.16389 1.61767 0.42
H 3.30026 1.54506 2.01074 0.20
H 2.83073 2.20715 0.41051 0.21
H 3.19475 0.90974 -1.62633 0.23
H 4.45043 -0.88750 -2.75297 0.21
H 5.63342 -2.59149 -1.41747 0.22
H 5.55642 -2.49301 1.04604 0.21
H 4.30322 -0.69397 2.16893 0.21
H -0.60421 2.46708 -1.09924 0.52
```

Calculated values
M: 283.35 g/mol
Gap between HOMO and LUMO: 0.3367 hartree
Structure (SMILES): CSCC[C@H](NC(=O)OCc1ccccc1)C(=O)O
Charge: 0
LUMO: 0.6 eV
Relative energy (zero: lowest compared OMol25 entry of this formula, charge and spin): 0.00 kcal/mol
Maximum force: 0.015 Eh/bohr


The following is a DFT calculation (ωB97M-V/def2-TZVPD) of a gas-phase ion, C13H17O (charge +1) in a non-equilibrium geometry.

Geometry as XYZ:
```
31
Properties=species:S:1:pos:R:3:nbo_charge:R:1
C -0.10113 2.66812 -0.19033 -0.04
C 1.08480 2.01420 0.07249 -0.31
C -1.28668 1.95279 -0.21011 -0.32
C -1.27294 0.59560 -0.00481 0.49
C 1.11575 0.63488 0.02853 0.50
C -2.20107 -1.49253 0.92429 -0.38
C -2.26684 -1.64795 -0.57295 -0.37
C 2.39596 -1.36591 -0.98719 -0.36
C 2.35698 -1.77720 0.45922 -0.36
C -2.47174 -0.30944 0.11626 -0.13
C 2.40134 -0.22292 0.07391 -0.15
C -3.72926 0.39297 -0.06752 -0.60
C 3.69817 0.46406 0.35439 -0.64
O -0.04999 -0.00315 0.04569 -0.40
H -0.00338 3.79766 -0.13733 0.26
H 2.07060 2.47638 0.03095 0.26
H -2.26039 2.57610 -0.30357 0.27
H -3.04056 -1.93508 1.45286 0.25
H -1.25547 -1.49148 1.34060 0.22
H -1.44946 -1.87568 -1.18056 0.23
H -3.25060 -1.87117 -0.92426 0.23
H 3.27277 -1.55172 -1.51925 0.24
H 1.40959 -1.35141 -1.62828 0.23
H 1.30173 -2.12594 0.80538 0.23
H 3.19229 -2.08986 0.95181 0.24
H -4.58729 -0.34865 0.25722 0.24
H -3.87382 0.85519 -1.08427 0.24
H -3.67231 1.18695 0.61534 0.22
H 4.54517 -0.30709 -0.06613 0.24
H 4.05934 0.66099 1.43823 0.24
H 3.86844 1.49129 -0.09060 0.23
```

Calculated values
M: 189.28 g/mol
Gap between HOMO and LUMO: 0.3079 hartree
Charge: +1
LUMO: -4.7 eV
Relative energy (zero: lowest compared OMol25 entry of this formula, charge and spin): 82.75 kcal/mol
Maximum force: 0.121 Eh/bohr


The lowest LUMO belongs to which entry?
C13H17O


Repeat the second record exactly.
The following is a DFT calculation (ωB97M-V/def2-TZVPD) of C13H17NO4S in the gas phase.

Geometry as XYZ:
```
36
Properties=species:S:1:pos:R:3:nbo_charge:R:1
C -6.06014 -0.86398 0.72116 -0.74
S -5.00008 -2.00562 -0.20832 0.18
C -3.73802 -0.83710 -0.80653 -0.52
C -2.72431 -0.49456 0.27691 -0.42
C -1.69164 0.51190 -0.22240 -0.16
N -0.57432 0.58508 0.70834 -0.61
C 0.63636 1.05333 0.34655 0.91
O 0.84416 1.61395 -0.71608 -0.70
O 1.54419 0.85614 1.30337 -0.50
C 2.88210 1.30724 1.03077 -0.11
C 3.67827 0.22996 0.34283 0.01
C 3.71954 0.16693 -1.04421 -0.23
C 4.42119 -0.84606 -1.67433 -0.20
C 5.08440 -1.80278 -0.92482 -0.21
C 5.04177 -1.74738 0.45823 -0.21
C 4.33933 -0.73657 1.09000 -0.23
C -2.32387 1.91719 -0.40967 0.79
O -3.45246 2.16282 -0.08824 -0.59
O -1.52515 2.80990 -0.96233 -0.68
H -6.34206 -0.03557 0.07836 0.22
H -6.93926 -1.42653 1.01687 0.23
H -5.53939 -0.50182 1.60231 0.21
H -4.25404 0.05570 -1.15622 0.23
H -3.25514 -1.33375 -1.64788 0.22
H -2.22053 -1.40932 0.59678 0.22
H -3.24391 -0.05842 1.13250 0.23
H -1.29618 0.20239 -1.20184 0.22
H -0.67585 0.16389 1.61767 0.42
H 3.30026 1.54506 2.01074 0.20
H 2.83073 2.20715 0.41051 0.21
H 3.19475 0.90974 -1.62633 0.23
H 4.45043 -0.88750 -2.75297 0.21
H 5.63342 -2.59149 -1.41747 0.22
H 5.55642 -2.49301 1.04604 0.21
H 4.30322 -0.69397 2.16893 0.21
H -0.60421 2.46708 -1.09924 0.52
```

Calculated values
M: 283.35 g/mol
Gap between HOMO and LUMO: 0.3367 hartree
Structure (SMILES): CSCC[C@H](NC(=O)OCc1ccccc1)C(=O)O
Charge: 0
LUMO: 0.6 eV
Relative energy (zero: lowest compared OMol25 entry of this formula, charge and spin): 0.00 kcal/mol
Maximum force: 0.015 Eh/bohr


Which formula does entry 1 have?
C13H17N3O4